Entry 1:
Computed, not measured: a cluster of 8 separate species, C40H92N12O8 in total at a distorted geometry, with ωB97M-V/def2-TZVPD.

The geometry in XYZ format:
```
152
Properties=species:S:1:pos:R:3:forces:R:3
O 0.250777 -7.960194 -0.059740 0.9 -0.6 0.5
O 1.803451 6.144986 1.065555 -0.6 0.3 0.9
O -1.379173 -1.772015 -2.692726 2.3 1.8 -0.3
O -1.611862 2.068229 3.596887 -0.3 0.2 -2.1
O -0.748873 -1.936806 0.506985 -0.6 2.9 1.1
O 3.836832 1.764637 -1.377634 -0.3 0.3 -0.2
O -2.954237 2.187296 0.686548 0.4 0.5 1.4
O 0.191426 -1.017195 4.288457 0.8 -0.8 0.1
N -2.062308 3.267448 5.401094 -0.3 0.0 0.1
N -1.467092 0.053700 -0.510537 0.8 -0.9 2.0
N -4.300018 1.814527 0.538285 -0.3 0.7 -1.6
N 2.041898 4.769976 1.150864 0.5 -1.6 0.6
N -1.071274 0.012582 1.860550 -0.8 -1.0 -2.2
N 3.966826 0.713836 -2.334542 0.2 -0.5 0.1
N 1.026707 -2.560112 2.815904 0.2 0.5 3.0
N -2.793669 -2.686947 -1.178147 1.3 -0.7 0.3
N -0.762648 1.308646 5.484708 -0.2 0.6 1.0
N 0.266832 -6.650006 -0.496869 -0.2 2.3 0.1
N 1.345526 -2.792692 5.157982 0.2 -0.8 -1.5
N -2.885108 -3.183794 -3.451321 -0.2 0.7 -0.8
C 0.325374 -5.162300 -2.442304 -0.1 0.4 -0.2
C 1.490142 2.018771 2.125980 -1.5 0.6 -1.7
C 2.719375 -0.961084 -3.619451 1.1 -0.5 0.0
C -0.502268 4.386085 1.096901 0.0 -0.6 -0.6
C -1.119345 -0.711926 0.644247 0.9 0.3 -1.1
C -4.537591 0.923810 2.831346 -0.5 0.2 -1.1
C 0.908205 4.046107 0.521018 -0.9 0.5 0.4
C 3.917776 5.056668 2.691299 -0.4 -0.7 -0.1
C -7.084903 2.272079 0.121896 -1.2 -1.0 0.7
C 1.395456 -7.412314 -2.637003 -1.3 -0.2 -0.6
C 1.069215 2.495132 0.672219 1.3 1.1 0.2
C -2.246025 -2.548769 -2.433713 -2.8 -1.1 0.6
C -4.718525 2.475372 -0.726703 0.1 -2.0 -0.7
C 0.859889 4.485682 -0.955296 -0.7 -0.9 0.4
C 2.142941 -0.461893 -1.292749 -0.5 0.0 -0.3
C 1.730692 5.008890 3.663503 -0.6 -0.6 1.9
C -5.201369 3.249433 2.496497 1.2 -0.6 -1.2
C 1.349254 -5.881259 0.200398 -0.5 -2.4 0.4
C 1.371476 -4.483766 -0.278036 -0.8 2.1 -2.3
C -1.509195 2.170829 4.792675 0.6 0.3 0.9
C 1.643595 1.170502 -3.169100 -0.3 0.3 0.6
C -5.160824 1.882341 1.718367 1.3 0.4 2.8
C -4.591267 3.999331 -0.803620 -0.2 0.2 -0.9
C 0.227184 -6.620604 -1.941097 -0.2 0.2 -1.0
C 4.826333 1.200721 -3.412775 1.3 0.6 -0.5
C 2.531907 4.403855 2.566090 -0.1 -0.3 -2.2
C 1.444906 -4.298556 -1.799522 0.7 -2.9 -0.9
C 4.874054 0.102810 -4.485056 -0.7 -0.5 0.5
C 2.779032 -6.509580 0.056226 -0.9 0.1 -0.6
C 4.421039 2.573574 -4.037807 -0.2 -1.0 0.7
C -3.800490 1.852487 -1.889757 -2.2 2.2 0.2
C -6.172837 2.005601 -0.993254 2.0 0.0 -2.4
C 0.911837 -5.852487 1.664702 0.1 0.1 0.4
C 3.478994 -0.521004 -4.839961 0.8 0.0 -1.5
C -6.589207 1.454684 1.348942 0.6 1.0 -0.8
C 2.624711 0.148719 -2.622988 0.1 0.3 1.0
C 0.840732 -2.058230 4.103330 -0.5 -0.1 -1.2
C 2.659177 2.857426 2.681254 -0.4 0.1 -0.6
C -1.185052 -7.178751 -2.325196 0.9 -0.6 -0.9
C 6.249838 1.372162 -2.753357 -1.4 0.4 -0.2
H 2.114157 0.264081 -0.480107 0.0 -0.1 0.0
H 0.531154 5.513093 -1.102173 0.5 0.2 0.3
H -1.443399 1.060432 -0.408138 -0.3 -0.3 0.2
H -6.064882 0.952424 -1.288086 -0.4 0.0 0.5
H -1.244354 -8.231038 -1.989949 -0.3 0.7 0.2
H -3.505353 -3.368872 -0.973244 -0.1 -0.2 -0.6
H -0.595562 4.028330 2.097489 -0.2 -0.2 0.9
H 0.789633 -6.825224 2.164099 -0.2 0.2 -0.6
H -5.745187 3.129422 3.408523 -0.9 0.2 0.3
H 1.822228 2.212779 -0.065945 0.5 0.1 0.3
H 1.973014 -8.020699 -1.938628 0.1 0.1 -0.4
H -7.260035 1.584331 2.200081 0.2 -0.2 0.0
H 5.058751 2.909343 -4.844147 0.4 -0.3 -0.2
H 1.435084 -3.276111 -2.166832 -0.2 0.1 0.3
H 6.682292 0.397760 -2.557843 0.1 0.0 0.3
H -1.990366 -2.780812 -0.556985 -0.3 0.6 0.8
H 0.479337 -3.910283 -0.047707 -0.2 -0.1 0.9
H 4.499311 4.847073 1.791151 0.0 0.4 0.1
H -2.876404 3.154410 0.864182 -0.4 -0.8 0.1
H 3.879762 1.337647 -0.514243 0.2 -0.1 -0.1
H 1.106043 -0.774836 -1.466806 0.2 -0.3 0.3
H 0.339308 -5.216861 -3.548519 0.4 0.2 0.4
H -0.820903 -0.445295 2.729264 0.0 -0.3 -0.3
H -6.440469 2.492396 -1.951589 -0.3 0.0 0.5
H 1.971682 -6.702786 -3.226135 0.6 -0.1 0.4
H 1.579115 -3.782620 5.045189 -0.1 0.9 0.1
H -1.254462 -7.271136 -3.431556 0.0 0.4 0.5
H -1.701299 0.807203 2.015336 0.6 -0.3 -0.6
H -0.851976 1.245758 6.474944 0.3 -0.1 0.3
H -6.469015 0.419719 1.060230 -0.6 -0.5 0.0
H -1.207361 -0.297746 -1.435697 -0.2 -0.5 0.7
H 6.063483 1.971409 -1.866440 0.1 -0.4 0.5
H 1.886600 2.131133 -2.720124 -0.3 0.2 -0.1
H 1.787743 6.081279 3.567154 -0.7 0.5 0.0
H -4.800861 4.299075 -1.875753 0.2 -0.2 1.2
H 3.801855 6.117579 2.928619 0.3 -0.1 -0.4
H 1.722899 -1.298751 -3.890446 -0.2 -0.1 0.1
H 3.270700 -1.797186 -3.164615 -0.2 0.0 -0.1
H -2.005147 -6.537790 -1.954256 0.5 -0.5 0.0
H 2.988213 -7.482574 0.496113 -0.4 -0.2 0.3
H -0.608040 -4.660351 -2.239009 -0.5 0.2 0.3
H 1.207107 -8.098812 0.024897 -0.1 -1.1 0.2
H 1.405704 -2.375634 6.055422 -0.2 0.2 0.5
H -1.220954 3.815963 0.493188 0.3 0.0 0.1
H 5.414724 0.509865 -5.354298 -0.2 -0.4 0.2
H 2.271900 4.823973 4.615088 -0.1 0.0 -0.4
H -2.291224 3.295659 6.387501 0.0 0.0 -0.4
H 4.510122 3.314133 -3.254368 -0.5 0.3 0.1
H 2.422484 -4.765949 -2.081663 -0.5 0.6 -0.3
H -2.878255 2.378369 -1.945207 1.2 -0.1 0.4
H 1.793884 4.244969 -1.451944 0.0 0.1 -0.2
H 2.852158 0.125758 -5.501375 0.6 -0.3 0.5
H 2.749518 -1.332323 -0.981040 -0.2 0.4 -0.3
H 3.612345 2.572623 2.220410 -0.2 -0.1 0.0
H 1.687905 -3.292262 2.682619 0.1 -0.2 -0.4
H -3.496438 1.179903 3.062967 -0.5 0.3 -0.1
H -3.567666 4.330489 -0.581596 -0.3 0.1 0.0
H -3.747414 0.794875 -1.980765 0.2 -0.8 0.6
H -5.309611 4.525107 -0.161274 0.3 -0.1 -0.2
H -5.152182 1.065871 3.734874 0.2 -0.5 -0.2
H -8.124108 1.988680 -0.176356 0.6 0.2 0.5
H 0.019915 3.915508 -1.362319 0.3 -0.3 -0.5
H 1.120828 6.284594 1.759113 0.3 0.4 -0.6
H 3.365864 -5.803676 0.591446 1.1 0.5 0.2
H 2.702722 2.661459 3.740649 0.4 -0.2 0.5
H -4.512965 -0.115800 2.479221 -0.3 0.1 0.2
H -2.622987 -2.675516 -4.290927 -0.2 -1.2 -0.3
H 6.931482 2.014042 -3.288469 0.2 -0.1 -0.9
H -4.281090 2.207937 -2.801203 -0.3 -0.1 -0.3
H 0.581041 -2.085731 2.057532 -0.3 0.0 -0.7
H -7.075047 3.341809 0.276544 -0.2 0.3 0.5
H 3.412756 2.467504 -4.420312 -0.2 0.5 0.0
H 1.669618 1.240368 -4.257853 0.0 0.1 0.2
H 1.641572 0.943671 1.973975 0.7 0.1 0.5
H 4.381427 4.556876 3.530484 0.5 0.0 0.4
H -2.702325 3.635091 4.709631 -0.3 0.5 0.7
H 3.694716 -1.445570 -5.418095 -0.2 0.6 0.0
H -0.248204 0.646006 4.949585 0.2 -0.9 0.0
H 0.641968 0.866972 -2.859408 -0.1 0.2 -0.2
H -4.207873 3.548647 2.836180 0.3 -0.2 -0.2
H -0.013690 -5.257160 1.692409 0.3 -0.4 0.3
H 0.981684 -8.073067 -3.416705 0.0 -0.1 0.4
H -0.880289 5.395251 1.020018 0.4 0.6 0.0
H 0.215743 1.981124 0.240781 -0.5 0.1 0.6
H 1.686389 -5.364241 2.258118 0.0 0.3 0.0
H 2.238412 -3.943294 0.025022 0.6 0.3 1.2
H 0.587062 2.026692 2.771049 0.6 0.4 -0.2
H -3.132089 -4.150068 -3.403803 -0.2 -0.2 -0.3
H 0.722806 4.599332 3.873070 0.3 0.4 -0.6
H 3.061306 -6.584016 -0.997138 0.2 0.4 0.3
H 5.434753 -0.738285 -4.040541 0.1 0.3 -0.3
H -5.521044 4.029924 1.837022 -0.7 0.7 0.1
```
Positions in Å, forces in eV/Å.

Calculated values
**ΔE to the lowest compared entry with this formula, charge and spin**: 181.3 kJ/mol
**SMILES string**: CC1(C)CCCC(C)(C)N1O.CC1(C)CCCC(C)(C)N1O.CC1(C)CCCC(C)(C)N1O.CC1(C)CCCC(C)(C)N1O.NC(N)=O.NC(N)=O.NC(N)=O.NC(N)=O
**Net charge**: 0
**E_tot**: -77231.6654 eV

Löwdin atomic charge list, values in e, 99 entries: -0.01 -0.04 0.03 -0.01 -0.10 -0.05 -0.08 -0.03 0.16 0.17 -0.07 -0.09 0.18 -0.07 0.20 0.17 0.20 -0.13 0.15 0.15 -0.13 -0.14 -0.18 -0.03 -0.47 -0.02 -0.47 -0.04 -0.18 -0.02 -0.10 -0.72 -0.47 -0.03 -0.01 -0.06 -0.02 -0.49 -0.16 -0.69 -0.01 -0.47 -0.03 -0.50 -0.50 -0.50 -0.14 -0.11 -0.01 -0.02 -0.02 -0.18 -0.03 -0.18 -0.11 -0.51 -0.57 -0.11 -0.03 -0.02 0.05 0.08 0.05 0.13 0.08 0.10 0.05 0.09 0.07 0.07 0.07 0.12 0.08 0.09 0.07 0.05 0.10 0.09 0.08 0.10 0.07 0.13 0.05 0.13 0.07 0.11 0.08 0.05 0.10 0.12 0.05 0.07 0.07 0.07 0.11 0.08 0.13 0.12 0.08

Entry 2:
Computed, not measured: a cluster of 7 separate species, C40H92NO12P in total at a distorted geometry, with ωB97M-V/def2-TZVPD.

The geometry in XYZ format:
```
146
Properties=species:S:1:pos:R:3:forces:R:3
P -4.441477 -0.783302 7.455235 -0.1 0.0 -0.2
O 3.352554 11.283514 -1.022730 0.1 0.1 0.2
O -10.539317 -5.887930 5.659450 0.1 0.1 0.2
O 4.555414 -2.019392 -12.842833 -0.1 0.2 0.1
O 4.424306 -0.973520 -10.090186 -0.1 -0.2 -0.1
O -8.509970 -3.876991 6.385325 0.0 -0.2 -0.1
O 1.448249 7.548921 -0.015995 -0.1 0.0 -0.2
O 2.384064 -1.448265 -5.444641 0.2 0.1 0.0
O 1.031405 5.064037 -1.545823 0.2 0.1 0.0
O 5.536882 13.069311 -0.170114 0.0 -0.2 -0.1
O 2.751758 1.012555 -3.903335 -0.2 0.0 -0.2
O 2.967812 -5.274877 1.677788 0.2 0.1 -0.2
O 4.122351 -7.258076 -0.166676 0.0 0.0 0.2
N -1.561169 0.602467 -0.280923 -0.2 -1.0 1.5
C -4.591312 -2.241311 5.017344 -0.7 -0.6 0.3
C -1.486828 -2.738404 1.552619 0.3 -0.1 0.0
C -3.909067 -3.624718 4.837751 1.2 1.3 -0.1
C -0.952921 2.087298 -1.777356 0.7 0.1 0.3
C 4.754323 13.237980 -1.343709 0.0 0.3 0.3
C -1.696054 -4.637943 5.783836 -0.1 -0.2 0.5
C 2.466780 -1.377335 -4.028446 -0.5 -0.2 0.0
C -9.355166 -3.810698 5.245216 -0.1 0.3 0.3
C -3.122113 -4.120486 6.083324 -0.4 -0.9 -0.3
C -0.841873 -1.608246 0.710654 0.0 0.5 0.6
C -7.506461 -4.869733 6.268536 0.0 0.0 0.0
C 5.636681 -1.418774 -12.144506 0.1 -0.4 -0.1
C -5.338316 -2.077068 6.360709 0.1 0.2 0.0
C 0.917105 8.289889 -1.102225 0.1 0.1 0.0
C 0.608742 6.473539 0.382689 0.4 0.1 0.2
C -0.048625 -2.275948 3.670244 -0.7 0.0 0.1
C 4.700100 -7.925424 0.942045 0.0 0.0 -0.1
C 3.625477 -1.202397 -6.083022 -0.1 -0.1 0.0
C 2.276985 5.271512 -2.190481 0.0 -0.1 0.0
C 3.352238 12.697151 -1.158741 0.0 -0.2 -0.4
C 6.441443 11.982762 -0.262883 0.0 0.1 0.1
C -0.579815 -3.577779 5.868913 -0.6 0.3 0.1
C -0.484167 1.335168 -0.684185 -0.9 1.0 -1.6
C 3.196974 10.857373 0.321805 0.0 -0.1 0.0
C 1.915388 -0.068338 -3.503156 0.5 0.2 0.1
C 4.190290 -4.558182 1.638981 0.0 0.0 0.1
C 2.469517 -5.567347 0.377668 -0.3 -0.1 0.4
C 2.221682 1.742697 -4.996069 0.0 0.1 0.1
C -0.770666 -2.288870 5.039046 0.9 0.2 -0.3
C -10.593741 -6.298480 7.014625 0.0 -0.1 -0.1
C 5.535866 -1.656957 -10.652732 0.1 0.4 0.1
C -2.325147 1.788460 -1.996353 1.0 0.1 0.2
C 1.124127 5.146546 -0.131527 -0.4 -0.2 -0.1
C -10.686841 -4.484103 5.501102 0.0 -0.2 -0.4
C 2.734082 -7.009369 0.000051 0.1 0.1 -0.4
C -0.577538 -3.317283 2.651620 0.3 0.2 -0.1
C 3.324300 -1.829390 -9.832988 0.0 0.0 0.0
C 3.561088 -1.085840 -13.227308 0.0 -0.1 -0.1
C -2.636540 0.854984 -1.047532 -1.3 0.5 -1.0
C -1.705463 -0.329040 0.830307 0.4 -0.9 -0.2
H 4.604856 -4.550284 2.646374 -0.1 0.0 0.0
H 2.865440 13.170864 -0.300990 0.1 0.0 0.0
H 0.158821 -1.376709 1.104520 -0.1 -0.1 -0.1
H -2.412436 -2.388545 2.036427 0.2 0.1 -0.2
H 3.403196 9.788558 0.363117 -0.1 0.0 -0.1
H 2.692533 -1.645309 -13.572169 0.1 0.0 0.0
H -0.193122 -1.265121 3.258227 0.3 -0.2 0.0
H -5.099420 -1.283671 8.627227 0.0 0.1 0.0
H 1.915559 -0.073849 -2.409013 -0.1 -0.1 0.0
H 5.485186 -2.727931 -10.435049 0.0 0.0 -0.1
H -1.522854 0.116432 1.817354 0.0 0.2 -0.3
H 0.493170 1.317595 -0.224955 -0.2 -0.2 0.1
H 3.887107 11.374204 0.992897 0.0 0.0 0.0
H 0.613841 6.452244 1.477305 0.0 0.0 0.0
H 3.541345 -2.469658 -8.971835 -0.1 -0.1 -0.1
H -3.611691 0.398233 -0.930622 0.4 -0.2 0.4
H 2.928450 4.403192 -2.043424 0.1 0.0 0.0
H -3.150408 -3.455728 4.056954 -0.3 -0.3 -0.1
H 2.894298 -4.886093 -0.365562 0.1 -0.1 0.0
H 3.001708 2.410098 -5.361681 0.0 0.0 0.1
H 6.848723 11.801760 0.731014 0.0 0.1 0.0
H -2.749335 -0.655200 0.821900 0.1 0.2 0.0
H 3.437929 -1.078950 -7.147603 0.0 0.0 0.0
H -11.619484 -6.225223 7.391402 0.0 0.0 0.1
H -11.332666 -4.326669 4.631315 0.0 0.1 0.0
H -3.151390 -1.268645 7.082535 -0.1 0.0 0.0
H 1.698429 8.955149 -1.469285 0.0 0.0 0.1
H 6.554892 -1.886991 -12.513413 0.0 0.0 0.0
H 1.386935 -5.403096 0.404273 0.0 0.0 0.0
H -10.278428 -7.339994 7.061492 0.0 0.0 -0.1
H -11.181337 -4.043573 6.372047 0.1 0.0 0.0
H -0.311432 -1.473446 5.619891 -0.2 -0.1 -0.1
H -1.814273 -1.995126 4.889951 0.1 -0.3 0.2
H -3.685028 -4.984954 6.469217 0.1 0.3 0.2
H -3.769334 0.231910 8.265174 -0.1 0.0 0.1
H -1.156759 -4.071958 3.191891 0.3 -0.1 -0.2
H 7.265977 12.232975 -0.939004 0.0 -0.1 0.0
H 1.023502 -2.423906 3.845329 -0.1 0.1 -0.1
H -7.037577 -4.991655 7.244615 0.0 0.1 0.0
H -1.778742 -3.543078 0.863901 -0.1 0.1 0.3
H 6.434211 -1.257354 -10.171472 0.0 0.0 0.0
H 5.782269 -7.898597 0.821726 0.0 0.0 -0.1
H 3.259159 -0.449768 -12.391793 0.0 0.0 0.0
H 1.913804 1.084387 -5.811908 0.0 0.0 0.0
H 1.368118 2.346426 -4.669297 -0.1 0.0 -0.1
H -5.432743 -3.010092 6.931744 0.1 0.1 -0.2
H 0.498490 4.345040 0.276053 0.0 0.0 0.0
H 0.885151 0.089421 -3.834068 0.0 0.0 0.0
H -0.544241 -3.262974 6.924024 0.0 -0.1 -0.2
H -9.929174 -5.702330 7.644603 0.0 0.0 0.0
H 3.080668 -2.449357 -10.699037 0.0 0.0 0.0
H -3.849153 -1.425789 4.960895 0.0 -0.3 -0.2
H 3.496834 -1.526463 -3.690329 0.0 0.1 0.0
H 5.238562 12.768769 -2.205326 0.0 -0.1 0.0
H 4.295851 -2.057667 -5.941041 0.1 0.1 0.0
H 2.152243 4.974571 0.202139 0.0 0.1 0.0
H -4.595457 -4.372756 4.430594 0.0 0.1 0.3
H -8.863514 -4.246829 4.370381 0.0 -0.1 0.0
H -0.421016 6.641124 0.053766 0.0 0.0 -0.1
H 0.597743 7.640234 -1.920661 0.0 0.0 0.0
H 4.375569 -8.971148 0.965458 0.0 0.0 0.1
H -0.380880 2.811768 -2.347179 0.1 -0.2 0.2
H 1.859370 -2.198593 -3.632695 0.0 0.0 0.0
H 4.013128 -3.523717 1.325290 0.1 0.0 0.0
H -9.531482 -2.750027 5.038884 0.0 0.0 0.0
H 2.302443 -7.688309 0.741563 0.0 0.1 0.1
H 0.070780 8.897294 -0.763136 -0.1 0.0 -0.1
H -7.921411 -5.832176 5.958548 0.0 0.0 0.0
H 4.102623 -0.295154 -5.705586 0.0 0.0 0.0
H 2.764713 12.932442 -2.052225 0.0 0.1 0.0
H -6.357756 -1.683221 6.231084 0.2 -0.1 0.0
H 5.946613 11.072315 -0.609448 0.0 0.0 0.0
H 3.925762 -0.461770 -14.050172 0.0 0.1 0.0
H -1.716233 -5.203489 4.842916 0.1 0.2 0.1
H 4.693608 14.313993 -1.535817 0.0 0.0 0.0
H -6.743545 -4.548940 5.551457 0.0 -0.1 0.0
H 4.440213 -7.440507 1.886071 0.0 0.0 0.0
H 0.293681 -3.791645 2.177799 -0.3 -0.1 0.1
H 0.405472 -4.024037 5.673403 -0.2 0.1 -0.2
H 2.461382 -1.207455 -9.596848 0.1 0.0 0.0
H -4.963715 0.273794 6.633093 0.1 -0.1 0.1
H -3.089291 -3.397239 6.904730 0.0 0.1 -0.3
H -2.981570 2.217016 -2.739298 0.1 -0.1 0.1
H 5.693825 -0.347897 -12.361581 0.0 0.0 0.1
H 2.255361 -7.213392 -0.963104 0.0 0.0 0.0
H -1.468177 -5.384606 6.561023 0.0 0.1 -0.2
H 2.086544 5.387741 -3.256909 -0.1 0.0 0.0
H 2.777027 6.171252 -1.823763 0.0 0.0 0.0
H -5.279671 -2.098295 4.173897 0.2 0.1 0.1
H 4.912931 -5.026373 0.966632 0.0 0.0 0.0
H 2.166438 11.027867 0.651110 0.0 0.0 0.1
H -0.695131 -1.889685 -0.338342 -0.3 0.0 0.2
```
Positions in Å, forces in eV/Å.

Calculated values
**SMILES string**: [PH4]CCCCCCCCCCCCn1cccc1.COCCOC.COCCOC.COCCOC.COCCOC.COCCOC.COCCOC
**Net charge**: 0
**E_tot**: -78309.9480 eV

Löwdin atomic charge list, values in e, 99 entries: 0.66 -0.20 -0.19 -0.19 -0.19 -0.19 -0.20 -0.19 -0.20 -0.19 -0.20 -0.20 -0.19 -0.14 -0.28 -0.20 -0.20 -0.10 -0.21 -0.21 -0.20 -0.20 -0.20 -0.17 -0.11 -0.21 -0.43 -0.11 -0.20 -0.19 -0.11 -0.10 -0.11 -0.21 -0.11 -0.19 -0.08 -0.11 -0.20 -0.11 -0.21 -0.11 -0.20 -0.11 -0.20 -0.09 -0.20 -0.21 -0.20 -0.19 -0.12 -0.11 -0.13 -0.14 0.09 0.13 0.10 0.10 0.09 0.09 0.09 -0.03 0.12 0.13 0.13 0.11 0.08 0.12 0.08 0.12 0.09 0.07 0.13 0.09 0.09 0.11 0.07 0.09 0.12 -0.03 0.08 0.12 0.12 0.09 0.13 0.11 0.08 0.11 -0.11 0.08 0.09 0.11 0.09 0.11 0.12 0.09 0.08 0.08 0.08

| no. | frontier orbital gap (eV) |
| --- | --- |
| 1 | 8.49 |
| 2 | 8.68 |